(1)
This record from OMol25 describes a structure of composition C54H57BrGeN13O3Tl. The level of theory is ωB97M-V/def2-TZVPD.

```
130
C54H57BrGeN13O3Tl | OMol25 | ωB97M-V/def2-TZVPD
O -2.719 -6.315 2.059
H -3.741 6.120 2.907
H 2.809 -0.661 -0.442
C -0.291 -4.793 -1.908
H 2.591 -1.638 -4.133
C -0.050 3.033 6.524
H -2.170 6.210 7.419
C -3.124 -4.959 4.055
H -4.150 -9.797 0.515
O -1.888 2.983 -0.878
H 4.304 0.167 -4.379
H 1.609 2.201 -7.548
N 0.670 -1.210 1.406
C -1.843 -7.456 -0.383
C -1.930 4.413 3.771
N -0.726 -5.854 -2.604
C -2.845 -8.082 0.403
H 0.589 -7.316 -1.988
C -1.685 -3.127 4.736
C -1.607 4.821 5.873
H -3.359 -10.786 -1.600
H -0.276 4.691 -1.756
C -0.335 0.258 -5.665
N 1.203 -2.803 2.900
H -0.949 -0.414 2.553
H 2.276 -2.604 1.109
H 0.455 6.884 -3.177
C -0.422 -2.299 4.650
H 1.856 7.369 -5.145
H 0.496 -4.841 -1.171
H -3.785 4.924 -1.224
H -0.367 -7.705 -3.427
H -1.731 2.447 -2.802
N 0.153 -2.078 3.335
H 3.622 -0.644 -6.394
C 3.609 2.189 3.014
C 3.712 -0.566 -1.050
H 2.999 3.614 -2.147
C -1.963 -9.209 -2.031
C -3.906 -4.739 5.208
C 3.335 -0.374 -2.521
C -3.381 4.799 -0.233
H 1.660 -1.744 -2.631
H 3.874 6.006 -5.597
C -1.821 -4.185 -3.183
H -4.758 -5.383 5.377
C 0.707 4.942 -1.350
C -3.382 -9.308 -0.071
C -2.939 -9.849 -1.252
H -1.641 -9.636 -2.975
C -3.439 -6.057 3.203
H -0.593 -1.319 5.096
H 4.325 -1.461 -0.916
C -0.828 3.674 5.576
C 2.550 3.149 1.294
H -2.539 -3.561 -3.691
Tl 0.359 1.129 -0.375
C 3.646 3.290 2.158
H 0.576 5.883 -0.801
H 5.090 0.829 -2.935
H 0.544 3.082 8.591
H 2.124 0.522 3.066
C 2.537 -0.712 -6.490
C -3.820 5.605 0.834
C -2.416 3.826 0.077
C -0.157 -1.140 2.430
H -0.940 0.942 -5.066
H -2.090 4.177 -2.565
H -1.427 -6.522 -0.028
H 2.274 -0.580 -7.541
N -4.288 -7.862 2.398
N -2.268 5.260 4.760
N 1.088 3.875 -0.449
N 2.431 0.778 -2.566
C 1.637 5.219 -2.521
C -0.406 -7.264 -2.433
H 4.441 4.129 -4.091
H -0.539 -0.754 -5.313
N -1.055 3.434 4.245
H 4.288 1.960 3.821
H 2.702 4.994 0.218
C -3.299 -7.482 1.595
C -3.376 5.487 2.112
H 2.942 2.647 -6.466
H 0.547 2.165 6.268
H -0.680 2.695 3.678
C 2.486 1.443 2.626
C -1.590 5.329 7.173
N -0.955 -3.711 -2.253
N -4.368 -6.974 3.395
H 5.278 -0.892 -3.335
H -0.090 3.024 1.560
C 2.116 4.067 0.294
H 2.223 -1.710 -6.184
H -0.655 0.336 -6.705
C 3.248 5.784 -4.741
O -0.991 2.660 1.591
C 1.463 -2.262 1.729
C -2.462 -2.931 5.875
C -2.016 -4.112 3.821
C -2.394 4.495 2.435
H -2.204 -2.151 6.583
C -2.301 3.164 -2.209
C 4.585 -0.048 -3.346
C 2.763 4.450 -2.791
C -0.810 4.684 8.131
C -3.577 -3.738 6.093
C 1.837 1.185 -3.597
H 1.300 3.178 -6.102
H 0.353 -2.802 5.227
H 3.251 -2.523 -2.756
H -1.400 -4.286 2.947
C -0.053 3.556 7.820
H 1.217 2.080 -3.425
H 4.361 4.100 2.152
C -1.429 -8.001 -1.584
C 2.120 6.555 -4.482
H 4.263 0.300 -0.676
N 1.845 2.009 1.593
N -1.722 -5.476 -3.425
C -1.934 3.667 1.357
C 3.563 4.734 -3.892
H -3.368 2.961 -2.336
H -4.184 -3.578 6.977
C 1.892 2.354 -6.505
H -0.788 5.068 9.146
C 1.329 6.274 -3.380
Ge 1.571 0.695 -5.497
Br -5.123 6.949 0.425
C 2.665 -1.650 -3.048
```

Results
**Energy relative to the best compared isomer or geometry (same formula, charge and spin)**: 0.0179 eV
**DFT total energy**: -7852.91567 Eh
**Total charge**: -2
**Largest force on an atom**: 0.660 eV/Å
**Kohn-Sham gap (spin up / spin down)**: 3.35 / 3.05 eV

Atom charges from the Mulliken analysis, given in e for atoms 1 to 99: -0.304 0.522 -0.294 -0.099 -0.107 -0.840 0.397 0.036 0.466 0.278 0.207 0.410 0.246 -0.521 0.299 0.935 0.100 0.245 1.468 0.272 0.347 -0.147 -1.227 -0.985 0.528 0.589 0.445 -1.622 0.379 0.434 0.452 0.344 -0.203 1.270 0.365 -1.058 -1.211 0.207 -0.875 -1.096 1.754 -0.916 0.558 0.382 -0.346 0.473 -1.489 -1.059 -0.484 0.316 0.291 0.506 0.564 0.728 0.309 0.445 1.220 -1.151 0.608 0.356 0.358 0.418 -1.308 -0.052 0.719 -0.734 0.297 0.494 0.695 0.405 -0.633 -0.853 0.792 0.113 1.002 -1.075 0.399 0.391 0.394 0.450 0.291 0.351 -1.282 0.370 0.417 -0.179 -0.921 -0.741 -0.390 -0.473 0.401 -0.152 -0.523 0.413 0.401 -0.498 -0.358 -0.676 -0.969

(2)
This record from OMol25 describes a cluster of 11 separate species, C4H29N2O12 in total at a distorted geometry. The level of theory is ωB97M-V/def2-TZVPD.

```
47
C4H29N2O12 | OMol25 | ωB97M-V/def2-TZVPD
H 1.117 -2.295 3.589
O 1.785 2.157 -0.885
C -1.722 0.714 0.762
H -1.725 -1.104 -0.887
O -2.790 0.993 0.233
H -4.019 1.507 -1.592
H 2.795 2.129 0.650
H 1.225 1.367 2.881
H -2.328 -4.654 -0.189
O 3.198 1.822 1.468
C -0.481 0.453 0.005
H -0.258 -3.001 3.626
H 1.054 2.698 -0.607
H -0.025 -1.517 1.225
O 0.905 0.646 3.411
H -0.581 -2.827 0.344
N -0.094 -1.951 0.311
H -1.776 2.736 -2.349
H -2.718 -3.907 -1.583
H 4.138 2.017 1.451
H 1.597 0.044 3.625
H 2.300 -2.642 -1.008
O -1.067 2.375 -2.923
H 1.980 -3.786 -2.036
N -1.454 0.326 2.064
H -0.577 4.501 0.028
O 1.503 -3.102 -1.562
O 0.609 0.142 -2.455
H -0.491 1.259 -0.717
O -0.548 3.718 -0.510
O -2.348 -3.836 -0.688
C 0.105 -0.881 -2.115
H -3.291 2.615 -0.789
H 0.908 -2.044 0.091
H 3.836 -0.873 0.698
O 3.255 -1.303 0.056
H 0.398 0.416 0.665
H -1.109 2.481 -3.884
H -2.266 0.389 2.670
H 2.876 -0.600 -0.523
O -3.557 2.382 -1.670
O 0.456 -2.744 3.016
H -0.553 0.305 2.516
H -1.123 3.754 -1.267
H 0.036 -1.734 -2.747
C -0.628 -0.951 -0.677
H 1.450 1.809 -1.722
```

Results
**Energy relative to the best compared isomer or geometry (same formula, charge and spin)**: 1.4682 eV
**DFT total energy**: -1181.96138 Eh
**Total charge**: +1
**Largest force on an atom**: 3.977 eV/Å
**Kohn-Sham gap**: 10.03 eV

For each atom in turn, the Mulliken charge in e is: 0.289 -0.710 -0.354 0.281 -0.662 0.326 0.418 0.283 0.293 -0.606 1.074 0.314 0.388 0.237 -0.670 0.324 0.201 0.245 0.305 0.300 0.283 0.410 -0.524 0.302 -0.152 0.273 -0.624 -0.409 -1.142 -0.550 -0.606 -0.214 0.381 0.156 0.309 -0.703 0.793 0.254 0.289 0.328 -0.666 -0.627 0.237 0.210 0.468 -0.046 0.294

(3)
This record from OMol25 describes a cluster of 2 separate species, C15H12Cl3FO3 in total at a distorted geometry. The level of theory is ωB97M-V/def2-TZVPD.

```
34
C15H12Cl3FO3 | OMol25 | ωB97M-V/def2-TZVPD
H -1.172 -3.964 -1.060
H -0.169 2.921 2.246
O -0.629 4.344 0.890
H -3.120 -0.053 -2.647
C 0.066 3.465 1.309
C -3.231 -1.008 -2.145
H 2.304 0.255 2.868
F -1.654 -1.762 -3.794
C 0.791 -0.767 -0.229
H -3.256 -0.837 -1.073
H 1.620 3.737 -0.132
Cl 3.774 0.666 4.634
Cl 1.218 -0.712 4.703
C -2.094 -1.971 -2.510
C -0.629 -3.058 -0.828
C -0.952 -1.881 -1.510
H 2.106 2.751 1.288
O -0.809 0.737 -3.016
C 0.896 1.746 -0.170
C 1.308 2.996 0.596
H -0.570 2.731 -1.323
C 1.069 -1.955 0.438
C 0.373 -3.111 0.134
O 2.644 0.396 0.639
C 1.558 0.460 0.113
H 0.586 -4.048 0.624
C -0.056 1.807 -1.101
Cl 1.337 2.095 3.956
C -0.415 0.595 -1.887
C 2.177 0.535 3.906
H 1.832 -1.980 1.203
H -2.513 -2.974 -2.436
C -0.209 -0.725 -1.211
H -4.177 -1.430 -2.476
```

Results
**DFT total energy**: -2284.92448 Eh
**Total charge**: 0
**Largest force on an atom**: 1.350 eV/Å
**Structure (SMILES)**: C[C@@H](F)c1cccc2c1C(=O)C=C(CC=O)C2=O.ClC(Cl)Cl
**Kohn-Sham gap**: 8.56 eV

For each atom in turn, the Mulliken charge in e is: 0.331 0.253 -0.477 0.319 0.184 -1.313 -0.377 -0.335 0.210 0.364 0.349 -0.130 -0.148 0.274 -0.861 0.685 0.345 -0.521 0.290 -1.078 0.544 -0.724 -1.033 -0.622 0.690 0.416 -0.328 -0.165 -0.063 0.821 0.528 0.435 0.751 0.387

(4)
This record from OMol25 describes a cluster of 2 separate species, C4H11OP in total at a distorted geometry. The level of theory is ωB97M-V/def2-TZVPD.

```
17
C4H11OP | OMol25 | ωB97M-V/def2-TZVPD
P 1.672 -0.598 0.108
H -0.734 -1.916 0.870
H -0.183 0.864 2.051
H 2.068 -1.572 1.048
H 1.006 -1.987 -1.442
O 2.654 0.428 -0.230
H -1.920 -0.536 0.988
H -1.382 0.863 -1.500
C -1.059 -0.937 0.394
C -0.153 1.237 1.091
H 0.262 1.466 -1.482
H -0.065 -0.204 -2.136
H 0.718 1.802 1.160
C -0.238 0.635 -1.311
H -1.505 -1.356 -0.525
H -1.150 1.690 0.861
C 0.010 0.121 0.054
```

Results
**Energy relative to the best compared isomer or geometry (same formula, charge and spin)**: 3.3365 eV
**DFT total energy**: -575.47691 Eh
**Total charge**: 0
**Largest force on an atom**: 6.743 eV/Å
**Kohn-Sham gap**: 9.33 eV

For each atom in turn, the Mulliken charge in e is: 0.251 0.346 0.528 0.134 -0.001 -0.571 0.317 0.337 -1.430 -2.007 0.537 0.333 0.552 -1.680 0.395 0.372 1.586

(5)
This record from OMol25 describes a cluster of 14 separate species, C15H58N16O14 in total at a distorted geometry. The level of theory is ωB97M-V/def2-TZVPD.

```
103
C15H58N16O14 | OMol25 | ωB97M-V/def2-TZVPD
C 4.024 1.237 16.666
H 8.216 -0.425 14.004
C 7.706 0.405 17.853
H 1.638 -1.552 13.976
H 4.838 -4.034 10.761
H 9.695 -2.027 15.472
H 2.246 -2.464 15.521
O 10.949 -4.877 15.488
N 6.199 -6.251 12.320
H 7.110 2.721 15.509
H 7.379 -2.213 16.450
H 8.405 0.999 15.838
H 7.248 -3.207 19.196
O 6.173 -3.173 20.961
O 1.031 -0.126 15.971
N 7.081 -3.224 12.779
C 6.376 -6.580 17.239
H 10.122 -0.671 14.570
N 8.581 -4.946 15.399
H 4.901 -1.736 16.930
N 6.488 2.423 13.598
C 2.938 -6.070 16.455
C 1.942 -3.610 13.641
H 3.074 1.712 17.015
C 1.459 -1.117 16.821
H 2.935 0.731 15.267
H 5.412 -3.179 19.038
H 8.716 -4.135 16.062
H 1.000 0.025 18.515
H 6.436 -4.397 13.745
O 5.293 -7.468 14.140
H 6.746 0.330 18.403
C 6.735 1.248 13.085
H 10.475 -6.835 13.827
H 8.068 -7.591 17.526
H 6.541 -3.859 21.494
O 5.488 -7.576 17.567
N 7.647 -6.723 17.141
H 7.760 -5.047 14.808
N 6.222 -5.323 14.190
H 3.296 -2.091 13.549
H 6.749 0.411 15.873
H 6.409 -4.514 16.743
H 7.929 -0.687 17.774
H 3.105 -4.752 15.051
H 11.659 -3.540 17.801
N 5.789 -3.839 11.229
O 9.145 -3.420 17.448
H 6.240 -7.114 11.656
H 2.584 -2.849 17.137
H 2.688 -5.510 13.379
O 4.971 -2.251 12.870
H 5.700 -1.287 15.389
O 0.567 -3.931 13.684
H 5.567 -0.578 12.956
C 6.003 -6.401 13.556
O 8.233 -1.306 14.383
C 5.920 -3.062 12.272
N 2.116 -2.226 16.506
H 1.782 -1.714 18.707
O 6.644 -2.856 16.447
H 5.598 2.689 14.110
C 9.780 -5.400 15.058
H 3.383 -6.446 17.376
H 4.930 0.735 13.809
H 9.804 -6.147 19.313
H 3.901 -4.205 13.439
H 9.956 -1.997 13.713
H 4.781 -2.678 15.517
N 2.904 -4.473 13.522
C 5.490 -2.076 16.052
H 3.243 -6.822 15.689
H 7.919 -3.833 12.518
N 9.316 -5.353 18.748
N 5.932 -5.378 16.891
H 7.164 3.148 13.596
N 9.620 -6.464 14.309
H 8.526 0.711 18.487
H 11.758 -4.797 19.023
N 11.116 -4.058 18.502
H 5.951 -5.433 15.219
N 5.712 0.392 13.238
H 8.912 -7.121 14.309
H 4.913 -5.219 16.848
N 2.339 -2.346 13.837
H 6.315 -4.665 19.583
C 6.260 -3.561 19.638
O 7.951 0.904 12.499
H 4.892 1.865 16.780
H 8.177 -6.119 16.522
N 1.314 -0.986 18.164
H 7.255 -2.499 13.438
O 3.506 -4.902 15.929
C 7.511 1.007 16.446
C 9.892 -4.332 18.190
H 6.625 -4.076 10.679
H 8.538 -5.783 18.160
H 4.070 0.350 17.315
C 9.509 -1.516 14.568
O 7.114 2.345 16.395
H 6.008 -5.336 11.923
O 3.918 0.842 15.305
H 1.823 -5.942 16.487
```

Results
**Energy relative to the best compared isomer or geometry (same formula, charge and spin)**: 2.7721 eV
**DFT total energy**: -2535.60454 Eh
**Total charge**: 0
**Largest force on an atom**: 10.724 eV/Å
**Kohn-Sham gap**: 8.46 eV

Atom charges from the Mulliken analysis, given in e for atoms 1 to 99: -0.637 -0.107 -0.851 0.341 0.364 0.257 -0.210 -0.696 -0.192 0.412 -1.004 0.356 -0.072 -0.581 -0.781 -0.128 -0.012 0.524 1.584 -0.135 -0.487 -1.155 0.430 0.353 0.440 0.206 -0.156 -0.862 0.332 -0.290 -0.684 0.229 0.690 0.304 0.308 0.355 -0.813 -0.015 -0.015 1.669 0.233 -0.390 -0.299 -0.091 -0.138 0.292 -0.301 -0.506 0.292 0.105 0.337 -0.888 -0.416 -0.742 0.029 -0.039 -0.626 0.220 0.123 0.188 1.512 0.199 0.289 0.416 0.067 0.299 0.001 0.242 0.009 -0.260 0.286 0.293 0.376 -0.351 1.191 0.301 -0.275 0.383 0.247 -0.463 -1.202 0.211 0.166 -0.048 -0.190 0.201 0.139 -0.782 0.371 0.188 -0.393 -0.244 0.058 0.659 0.158 0.325 0.365 0.070 -0.977